Record 1
{"formula": "C4H8", "method": "the ωB97M-V functional and the def2-TZVPD basis", "energy_ev": -4274.5208, "lumo_energy_ev": 1.1223, "relative_energy_kcal_mol": 61.6, "smiles": "C=C.C=C", "symbols": ["C", "C", "H", "H", "H", "H", "C", "C", "H", "H", "H", "H"], "positions_angstrom": [[-2.545, -2.409, -0.578], [-1.200, -2.240, -0.669], [-2.992, -2.149, 0.375], [-3.166, -2.677, -1.510], [-0.503, -2.061, 0.397], [-0.487, -2.457, -1.363], [2.377, 2.281, 0.977], [1.228, 2.378, 0.325], [3.119, 1.511, 0.558], [2.751, 3.008, 1.593], [0.947, 1.604, -0.367], [0.470, 3.214, 0.262]], "lowdin_charge": [-0.10, -0.11, 0.03, 0.07, 0.12, -0.02, -0.09, -0.09, 0.08, 0.00, 0.03, 0.07]}

Record 2
{"formula": "C4H8", "method": "the ωB97M-V functional and the def2-TZVPD basis", "energy_ev": -4273.4266, "lumo_energy_ev": [0.2291, 0.2777], "relative_energy_kcal_mol": 86.9, "symbols": ["C", "C", "C", "C", "H", "H", "H", "H", "H", "H", "H", "H"], "positions_angstrom": [[-0.676, -1.005, 0.169], [-1.559, 0.064, 0.856], [0.140, -0.177, -0.809], [1.399, 0.403, -0.295], [0.093, -1.508, 0.861], [-1.183, -1.784, -0.415], [-2.587, 0.273, 0.587], [-0.994, 0.968, 1.083], [-0.514, 0.575, -1.136], [2.016, -0.369, 0.111], [1.308, 1.220, 0.548], [1.965, 0.902, -1.200]], "lowdin_charge": [-0.31, 0.04, -0.18, -0.16, 0.12, 0.09, 0.04, 0.03, 0.05, 0.04, 0.11, 0.10]}

Record 3
{"formula": "C4H8", "method": "the ωB97M-V functional and the def2-TZVPD basis", "energy_ev": -4275.6058, "lumo_energy_ev": 1.1837, "relative_energy_kcal_mol": 36.6, "smiles": "C=C.C=C", "symbols": ["C", "C", "H", "H", "H", "H", "C", "C", "H", "H", "H", "H"], "positions_angstrom": [[0.675, -1.836, 1.280], [1.951, -2.205, 1.328], [0.300, -1.702, 0.275], [0.098, -1.821, 2.183], [2.550, -2.168, 0.431], [2.461, -2.464, 2.245], [-0.668, 2.078, -1.427], [-1.965, 1.956, -1.137], [-0.398, 2.528, -2.378], [0.137, 1.743, -0.793], [-2.771, 2.211, -1.803], [-2.110, 1.561, -0.139]], "lowdin_charge": [-0.08, -0.09, 0.04, 0.04, 0.04, 0.04, -0.08, -0.08, 0.04, 0.04, 0.04, 0.04]}

Record 4
{"formula": "C4H8AgCl4NiO4P", "method": "the ωB97M-V functional and the def2-TZVPD basis", "energy_ev": -116878.9348, "lumo_energy_ev": [-6.4105, -8.9260], "s_squared": 3.77, "total_charge": 1, "spin_multiplicity": 4, "symbols": ["Ag", "Ni", "P", "O", "O", "O", "O", "Cl", "C", "C", "Cl", "H", "H", "H", "H", "Cl", "C", "C", "Cl", "H", "H", "H", "H"], "positions_angstrom": [[7.162, -12.369, -1.495], [8.734, -9.537, -3.915], [8.781, -10.232, -1.767], [8.222, -11.128, -2.872], [7.999, -8.968, -2.172], [10.152, -9.981, -2.558], [8.475, -10.894, -0.494], [14.048, -12.277, -1.373], [12.880, -10.949, -1.268], [13.151, -9.801, -2.249], [14.879, -9.354, -2.178], [12.872, -10.693, -0.208], [11.872, -11.327, -1.437], [12.557, -8.967, -1.875], [12.854, -10.110, -3.251], [9.504, -14.257, 2.968], [10.659, -12.935, 2.856], [10.091, -11.741, 2.002], [8.879, -10.946, 2.831], [11.568, -13.320, 2.394], [10.997, -12.622, 3.844], [9.822, -12.076, 1.000], [10.924, -11.040, 1.937]], "lowdin_charge": [0.90, 1.01, 0.03, -0.31, -0.17, -0.14, -0.30, 0.56, -0.70, -0.66, 0.56, 0.06, 0.04, 0.06, 0.07, 0.55, -0.67, -0.78, 0.65, 0.07, 0.07, 0.04, 0.06]}

Record 5
{"formula": "C4H8B2F6O6S", "method": "the ωB97M-V functional and the def2-TZVPD basis", "energy_ev": -45057.9941, "lumo_energy_ev": -0.7018, "smiles": "O=S(=O)(B(COC(F)(F)F)CB(O)O)C(F)(F)F.O", "symbols": ["O", "S", "O", "B", "C", "O", "C", "F", "F", "F", "C", "B", "O", "O", "C", "F", "F", "F", "H", "H", "H", "H", "H", "H", "O", "H", "H"], "positions_angstrom": [[-0.971, -2.931, 0.907], [0.049, -2.362, 0.058], [1.356, -2.979, 0.011], [0.317, -0.532, 0.522], [1.084, 0.440, -0.441], [2.014, -0.224, -1.320], [3.314, -0.155, -0.973], [3.966, -1.163, -1.533], [3.890, 1.003, -1.387], [3.498, -0.209, 0.374], [-0.257, -0.114, 1.870], [-1.523, 0.850, 1.650], [-1.840, 1.808, 2.580], [-2.329, 0.681, 0.544], [-0.654, -2.462, -1.662], [-1.878, -1.945, -1.683], [0.103, -1.796, -2.523], [-0.701, -3.735, -2.005], [1.560, 1.267, 0.091], [0.334, 0.896, -1.104], [-0.548, -0.968, 2.492], [0.512, 0.442, 2.427], [-1.065, 2.090, 3.083], [-2.181, 1.375, -0.122], [-2.413, 3.309, -0.524], [-2.864, 3.920, 0.066], [-2.770, 3.493, -1.399]], "lowdin_charge": [-0.28, 0.80, -0.27, -0.26, -0.07, 0.01, -0.69, 0.20, 0.15, 0.15, 0.00, -0.64, 0.18, 0.15, -0.70, 0.15, 0.16, 0.17, 0.14, 0.15, 0.12, 0.12, 0.11, 0.08, -0.03, 0.06, 0.06]}

Record 6
{"formula": "C4H8BClFO2", "method": "the ωB97M-V functional and the def2-TZVPD basis", "energy_ev": -24292.7524, "lumo_energy_ev": 3.8459, "total_charge": -1, "symbols": ["F", "C", "C", "C", "C", "O", "B", "Cl", "O", "H", "H", "H", "H", "H", "H", "H", "H"], "positions_angstrom": [[-2.621, -0.805, 1.817], [-1.329, -0.678, 1.264], [-1.499, -0.016, -0.120], [-0.196, 0.621, -0.700], [0.936, 1.098, 0.289], [2.133, 0.369, 0.100], [1.859, -0.528, -1.050], [2.133, -2.280, -0.333], [0.445, -0.409, -1.410], [-0.967, -1.706, 1.142], [-0.700, -0.118, 1.963], [-2.320, 0.723, -0.103], [-1.791, -0.813, -0.824], [-0.555, 1.497, -1.274], [0.645, 1.314, 1.333], [1.206, 2.104, -0.120], [2.620, -0.374, -1.974]], "lowdin_charge": [-0.11, -0.18, -0.11, -0.32, -0.19, -0.12, -1.10, 0.38, -0.09, 0.12, 0.10, 0.11, 0.12, 0.13, 0.10, 0.11, 0.05]}